No. 1
{"formula": "C37H39N2O3Pt", "method": "ωB97M-V/def2-TZVPD", "elements": ["C", "C", "C", "H", "C", "C", "H", "C", "C", "C", "H", "C", "C", "H", "H", "H", "H", "H", "H", "Pt", "C", "C", "C", "H", "H", "H", "H", "H", "H", "C", "C", "H", "H", "O", "N", "C", "H", "C", "C", "H", "C", "H", "C", "H", "C", "H", "C", "H", "H", "H", "C", "C", "C", "C", "C", "C", "N", "C", "C", "C", "C", "C", "C", "C", "O", "O", "C", "C", "H", "H", "H", "H", "H", "H", "H", "H", "H", "H", "H", "H", "H", "H"], "coordinates": [[2.143860, -0.358131, 0.280436], [2.359217, -1.038385, -0.928332], [1.868160, -0.265102, -2.000470], [2.905753, -1.972488, -1.038254], [1.282565, 0.934894, -1.478742], [1.454761, 0.892379, -0.004075], [1.118650, 1.863562, -2.023336], [-1.316218, -2.086202, 1.052832], [-0.385919, -2.961310, 0.484352], [-0.357541, -2.796714, -0.918873], [0.165791, -3.725937, 1.021990], [-1.267398, -1.762775, -1.279878], [-1.934454, -1.289538, -0.001984], [2.050019, -0.465543, -3.051699], [1.392140, 1.778889, 0.624092], [2.535058, -0.622512, 1.259733], [-2.936692, -0.865513, 0.002779], [0.173488, -3.414008, -1.640294], [-1.645403, -2.069679, 2.086344], [-0.508177, 0.137686, -0.367069], [-1.900237, -1.508282, -2.626444], [-3.398470, -1.832180, -2.481072], [-1.291607, -2.380559, -3.729045], [-3.516657, -2.894688, -2.218440], [-3.931599, -1.627208, -3.409826], [-3.862727, -1.236787, -1.688977], [-1.439166, -3.446725, -3.508158], [-0.215870, -2.186748, -3.839172], [-1.792924, -2.154289, -4.681178], [-1.593433, -0.019124, -2.957213], [-2.412539, 0.631930, -4.048280], [-0.528675, 0.054527, -3.223157], [-1.760415, 0.621702, -2.047738], [-3.613134, 0.405196, -4.190261], [-1.726405, 1.523753, -4.848604], [-0.552504, 2.315361, -4.454537], [-2.353136, 2.001446, -5.492543], [0.756077, 1.715046, -4.900677], [1.945365, 2.385521, -4.588105], [1.893125, 3.348444, -4.074077], [3.179087, 1.827131, -4.926208], [4.102335, 2.333678, -4.638611], [3.232054, 0.620655, -5.634933], [4.194565, 0.187171, -5.916616], [2.044185, -0.032775, -5.983874], [2.059009, -0.971903, -6.540364], [0.804792, 0.519879, -5.625954], [-0.133403, 0.047123, -5.928856], [-0.535738, 2.469765, -3.361994], [-0.667817, 3.313088, -4.903046], [3.874128, 0.929593, 4.392093], [2.830990, -0.122093, 4.100156], [3.252514, -1.372425, 3.650094], [2.333286, -2.397372, 3.399819], [0.983196, -2.154699, 3.597739], [0.530230, -0.890391, 4.015500], [-0.838249, -0.754373, 4.188408], [-1.659390, 0.359382, 4.483468], [-2.231528, 0.456043, 5.762954], [-3.042367, 1.536405, 6.106211], [-3.336550, 2.526744, 5.158310], [-2.846623, 2.400818, 3.861404], [-2.037507, 1.319237, 3.517375], [-1.713480, 1.132904, 2.051353], [-2.578975, 1.443863, 1.211194], [-0.547457, 0.610055, 1.775143], [1.462345, 0.141581, 4.273717], [1.002225, 1.487050, 4.717909], [3.761569, 1.810922, 3.744594], [3.833621, 1.271196, 5.436088], [4.874305, 0.515935, 4.217176], [4.323877, -1.537332, 3.507053], [2.678230, -3.377832, 3.066659], [0.248093, -2.939118, 3.410606], [-1.346510, -1.634672, 4.184454], [-2.011595, -0.333280, 6.483851], [-3.459843, 1.593801, 7.111214], [-3.968082, 3.377964, 5.410086], [-3.094569, 3.112241, 3.070990], [0.384611, 1.956096, 3.935714], [0.406747, 1.435795, 5.640552], [1.850983, 2.152210, 4.906514]], "forces_ev_per_angstrom": [[0.3034, 0.3373, -0.4787], [0.5595, 0.4004, 0.1610], [0.5879, -0.0288, 0.3166], [-0.3031, 0.1117, 0.0792], [0.1151, 0.4524, 1.7369], [0.3063, 0.2723, -2.1213], [-0.0147, -0.3791, 0.0780], [-0.2592, -0.8099, -0.6212], [-0.3990, -0.3763, 0.1834], [-0.5114, -0.0077, 0.2664], [0.1148, 0.2800, -0.0093], [-0.9864, 0.4696, 1.4967], [0.2705, -1.1930, -1.5633], [-0.2933, -0.1033, 0.0758], [0.1043, -0.3759, -0.0204], [-0.3788, -0.1718, -0.2073], [0.2935, -0.2127, 0.3901], [0.1259, 0.2241, 0.2890], [0.3021, 0.1372, -0.1857], [2.1074, -0.0611, 1.1700], [-0.1128, 0.3557, 0.0306], [-0.1723, -0.0975, -0.3281], [-0.0971, 0.0163, -0.0330], [0.1283, 0.2338, 0.0184], [-0.0093, -0.1372, 0.1160], [0.0733, -0.0833, -0.2899], [0.0384, 0.2191, -0.0646], [-0.1693, -0.0505, 0.0299], [0.1463, -0.0851, 0.1066], [-0.5924, 0.2911, -0.8643], [-0.4654, -0.5813, 0.5520], [-0.3672, -0.0233, 0.2963], [-0.0230, -0.3779, -0.6678], [0.9197, 0.6601, -0.6607], [-0.6196, 0.7528, -0.3891], [-0.4821, -0.2370, 0.1092], [0.1567, -0.1938, 0.2477], [0.4277, -0.1178, -0.3336], [0.1028, -0.3758, -0.1241], [0.0801, -0.3155, -0.0095], [-0.1827, -0.0010, -0.1531], [-0.2677, -0.1332, -0.1234], [-0.2695, -0.1129, 0.0531], [-0.2929, 0.1398, 0.1470], [-0.1540, 0.3796, 0.0949], [0.1021, 0.2772, 0.1505], [0.3726, 0.1363, 0.0281], [0.3871, 0.0567, 0.2390], [-0.0215, -0.1384, -0.3109], [0.0210, -0.2451, 0.1062], [0.1820, 0.0802, -0.0530], [-0.2946, -0.2397, -0.1266], [0.1504, -0.3227, 0.0189], [0.0760, 0.3825, 0.2757], [0.1319, 0.0324, 0.0142], [0.3888, 0.1392, -0.0994], [-0.5570, -0.7421, 0.2963], [-0.6219, 0.7439, 0.0857], [0.1166, 0.1434, -0.2119], [-0.1185, 0.0170, -0.2495], [0.1799, -0.1329, 0.0190], [-0.0018, -0.1460, 0.2902], [0.1829, -0.5057, -0.0467], [0.8067, -0.4337, -1.1376], [0.6232, 0.0555, 1.0860], [-2.0600, 1.3893, 0.8458], [0.0965, -0.6385, -0.1882], [-0.1043, 0.6765, 0.0676], [0.0053, -0.1791, 0.1612], [-0.0164, -0.0503, -0.2311], [-0.1875, 0.0948, 0.0319], [-0.3323, -0.0469, 0.0124], [-0.1346, 0.2866, 0.0422], [0.1829, 0.1910, -0.0014], [0.3231, 0.3737, 0.0178], [-0.0019, 0.2613, -0.1085], [0.0863, 0.0238, -0.2157], [0.1367, -0.2062, 0.0618], [-0.0238, -0.2500, 0.2866], [0.1902, -0.1021, 0.3065], [0.0956, 0.0657, -0.2601], [-0.2025, -0.1381, 0.0006]], "charge": -1, "homo_lumo_gap_ev": [6.14, 6.15], "multiplicity": 3, "total_energy_ha": -1887.82132, "e_homo_ev": [-3.46, -3.71], "fmax_ev_per_a": 2.62}


No. 2
{"formula": "C37H40BrF3N6O5Rh", "method": "ωB97M-V/def2-TZVPD", "elements": ["Rh", "O", "C", "C", "C", "C", "C", "C", "C", "O", "N", "N", "C", "C", "Br", "C", "C", "C", "C", "C", "C", "C", "H", "H", "H", "H", "H", "H", "H", "H", "H", "H", "H", "H", "H", "H", "F", "C", "F", "F", "C", "C", "C", "C", "C", "C", "C", "C", "H", "H", "H", "H", "N", "C", "C", "N", "C", "C", "H", "H", "H", "H", "H", "H", "H", "H", "H", "H", "H", "C", "C", "C", "C", "C", "C", "O", "N", "C", "O", "N", "C", "O", "H", "H", "H", "H", "H", "H", "H", "H", "H", "H", "H"], "coordinates": [[0.051088, -0.155966, 0.100519], [-4.073691, 0.910116, 0.311821], [-4.745771, -0.180582, -0.132833], [-6.130107, -0.260902, 0.022286], [-6.833345, -1.360974, -0.424547], [-6.158737, -2.406266, -1.034237], [-4.788074, -2.333834, -1.189598], [-4.061652, -1.235791, -0.740703], [-2.542882, -1.242645, -0.969668], [-1.927968, -0.075360, -0.915277], [-1.954168, -2.236077, -0.036319], [-0.700668, -2.026446, 0.400701], [0.091880, -3.091684, 0.653435], [1.326229, -3.035191, 1.237319], [1.783034, -1.348927, 2.110487], [2.382767, -3.982374, 1.248146], [2.733964, -4.881497, 0.230657], [3.868377, -5.716886, 0.428976], [4.239901, -6.650036, -0.505402], [3.507578, -6.798365, -1.680794], [2.414336, -5.967151, -1.916774], [2.038275, -5.016153, -0.998499], [-4.712927, 1.572029, 0.609290], [-6.650939, 0.558601, 0.502148], [-7.904919, -1.392596, -0.306195], [-6.700354, -3.264944, -1.397418], [-4.271811, -3.151547, -1.671561], [-2.413488, -1.678732, -2.000096], [-2.238814, -3.205473, -0.166559], [-0.289373, -4.078427, 0.401064], [3.060085, -3.919976, 2.088517], [4.430257, -5.599521, 1.342342], [5.105518, -7.270598, -0.333474], [3.790637, -7.544249, -2.407577], [1.866753, -6.076970, -2.841880], [1.231133, -4.332670, -1.216269], [6.685884, -3.803246, -5.660436], [6.646003, -3.774152, -4.318812], [7.780922, -3.195891, -3.909947], [6.698020, -5.057677, -3.913275], [5.420301, -3.086298, -3.790183], [4.178527, -3.671010, -4.009916], [3.048521, -3.112984, -3.450157], [3.153494, -1.968201, -2.658469], [4.398653, -1.351466, -2.503633], [5.527804, -1.906251, -3.065343], [2.060090, -1.429763, -1.947209], [1.219455, -0.913367, -1.235560], [4.106551, -4.565591, -4.609132], [2.083898, -3.562243, -3.619164], [4.469435, -0.447612, -1.919107], [6.488536, -1.436111, -2.927116], [1.480549, 4.487498, 0.204433], [2.400892, 3.564365, 0.862352], [1.703727, 2.211509, 1.021324], [1.208967, 1.675832, -0.260162], [0.435416, 2.672530, -1.019024], [1.189240, 3.996745, -1.139706], [1.886134, 5.418654, 0.165428], [0.060085, 4.771236, 0.991795], [2.661999, 3.952260, 1.849129], [3.334272, 3.440067, 0.289605], [0.847413, 2.340625, 1.684935], [2.396687, 1.494303, 1.466221], [2.026150, 1.424338, -0.828458], [-0.505198, 2.834402, -0.492319], [0.228436, 2.269801, -2.011331], [0.575519, 4.729667, -1.662118], [2.111901, 3.848794, -1.720166], [-1.149494, 4.170723, 4.813173], [-2.206359, 4.986293, 4.082926], [-2.693631, 4.356944, 2.750709], [-3.607098, 5.397802, 2.057904], [-4.271770, 4.899859, 0.780744], [-3.481591, 3.096438, 3.075720], [-4.569451, 3.108712, 3.586798], [-2.866743, 1.891596, 2.764069], [-1.721008, 1.735578, 2.017145], [-1.258211, 0.627316, 1.787084], [-1.101874, 2.863339, 1.588536], [-1.491728, 4.054111, 1.904874], [-0.791380, 5.061688, 1.498446], [-0.830575, 4.723806, 5.692763], [-0.268776, 3.993711, 4.195442], [-1.542046, 3.212483, 5.146348], [-1.805449, 5.973016, 3.847737], [-3.075566, 5.104500, 4.730897], [-3.001624, 6.277921, 1.839513], [-4.387733, 5.688209, 2.761804], [-3.546429, 4.507787, 0.071376], [-4.796933, 5.725538, 0.305594], [-4.997708, 4.124473, 1.014669], [-3.367224, 1.045460, 3.019223]], "forces_ev_per_angstrom": [[-1.4509, -0.5941, 0.1933], [0.1242, 0.4610, 0.2192], [-0.4057, -0.4757, -0.1285], [0.1644, 0.0795, -0.0041], [0.0971, 0.0204, -0.0403], [-0.1084, -0.1235, -0.0160], [-0.0570, 0.2086, 0.1617], [0.4121, 0.4771, 0.1015], [-0.4800, -1.8143, -1.3362], [3.0946, 2.1435, 1.2640], [0.0549, 0.0133, 0.7086], [0.9908, -1.4374, -0.5211], [-2.5759, 1.2782, -1.0809], [3.2323, -0.8005, 0.9500], [-0.5871, -0.0247, -0.4139], [-1.7560, 2.5351, 0.6688], [0.2200, -1.8128, -1.2700], [-0.7276, 0.5883, 0.1617], [0.0642, -0.1839, -0.3610], [-0.1612, 0.2521, 0.2383], [0.2015, -0.3961, -0.1724], [0.1828, 0.2708, 0.7922], [-0.0034, -0.1675, -0.0780], [-0.0445, 0.0700, 0.0245], [-0.1053, -0.0287, 0.0213], [-0.0500, -0.0983, -0.0256], [0.1202, -0.0598, -0.1590], [-0.0315, -0.1172, 0.4603], [0.2003, 0.1834, 0.1091], [-0.1075, 0.0565, 0.0290], [0.2442, 0.2820, -0.0754], [0.1132, -0.0497, 0.1363], [0.0801, -0.0588, 0.0419], [0.0351, -0.0352, -0.0666], [-0.0655, 0.0626, -0.0577], [-0.0742, 0.0072, -0.1111], [-0.1491, 0.0649, -0.1429], [0.1674, -0.1392, -0.1235], [0.0720, 0.1872, 0.1129], [-0.1162, -0.1010, 0.0806], [0.0208, 0.0453, 0.0376], [0.2201, 0.1140, 0.0093], [0.0425, 0.1949, -0.0230], [0.6853, -0.1597, -0.3182], [-0.1254, -0.1547, -0.0623], [0.0968, -0.2126, -0.1184], [-1.2186, 0.7324, 0.7906], [0.1101, -0.3368, -0.4462], [-0.0095, -0.1204, -0.0351], [-0.1286, -0.0307, 0.0283], [0.0099, 0.0711, 0.0793], [0.1016, -0.0191, 0.0122], [0.0554, 0.3368, 0.0615], [0.0578, -0.3674, 0.1830], [0.3655, 0.3033, 0.5991], [-0.4479, -0.5484, -0.0588], [-0.1842, 0.5381, -0.4449], [-0.1724, -0.2309, -0.2124], [0.0616, -0.1024, -0.0785], [-0.0128, -0.0898, 0.0914], [-0.0034, -0.0714, -0.0414], [-0.1078, 0.1160, 0.0014], [0.3533, -0.1449, -0.2056], [-0.0099, -0.0049, -0.1407], [-0.3830, -0.2403, 0.1275], [0.1621, -0.0998, -0.2321], [-0.0070, -0.0777, 0.0877], [-0.0472, -0.0630, -0.0575], [-0.0136, 0.0652, 0.0302], [-0.0675, 0.1290, 0.0407], [0.2170, -0.2085, 0.0771], [-0.2476, 0.6406, 0.1092], [-0.0904, -0.1838, -0.1831], [0.1061, 0.1054, 0.2024], [0.3459, -0.0712, -0.2862], [-0.1161, 0.1041, 0.1196], [0.0168, -0.6471, 0.1564], [-0.4652, 0.8092, 0.3988], [0.0936, -0.6632, -0.1662], [0.2306, 0.2374, -0.3292], [-0.3581, -0.7020, 0.0893], [-0.0558, 0.4986, 0.0200], [0.0896, -0.0561, 0.1053], [0.0751, -0.0208, -0.0143], [0.0035, -0.1317, 0.0305], [-0.1007, 0.0189, -0.0142], [-0.0651, 0.0961, -0.1336], [0.0280, -0.0226, 0.1010], [0.1362, -0.0115, 0.1167], [0.0894, -0.0714, -0.1549], [-0.0741, -0.0570, -0.0881], [-0.1151, -0.0981, -0.0724], [0.0378, 0.1405, -0.0798]], "charge": 1, "homo_lumo_gap_ev": [5.78, 6.11], "total_energy_ha": -5122.56042, "e_homo_ev": [-9.93, -10.27], "fmax_ev_per_a": 3.97}